Density functional theory data (the ωB97M-V functional and the def2-TZVPD basis) for a structure of composition C24H40Cl20N2 in a non-equilibrium geometry.

Cartesian coordinates (Å):
1 C -0.8909 -3.5240 0.3682
2 C 0.0840 -2.5182 0.1441
3 C 1.3379 -1.4618 0.1974
4 C 1.5168 -0.6843 -1.2539
5 C 2.9158 -1.3195 -1.9146
6 C 0.3280 -1.0000 -2.3377
7 N -0.8073 -1.0941 -2.9947
8 C 1.8208 0.9057 -0.9953
9 C 2.2804 1.7135 -2.3856
10 N 2.7526 2.3529 -3.4357
11 C 0.6492 1.7162 -0.1834
12 C -0.7458 1.9421 -1.0164
13 C -1.8649 0.9214 -0.3067
14 C -3.2716 0.8168 -1.1420
15 C -3.7659 -0.7263 -1.4394
16 C -4.9974 -1.2281 -0.4363
17 H -1.7377 -4.3319 0.3619
18 H 1.1686 -0.7426 1.1052
19 H 2.3475 -2.0522 0.4357
20 H 2.6918 -2.4774 -2.0944
21 H 3.8348 -1.2488 -1.1931
22 H 3.1256 -0.8809 -2.9994
23 H 2.7909 0.9470 -0.3008
24 H 0.3609 1.2669 0.8582
25 H 1.0851 2.8041 0.0421
26 H -1.1663 3.0394 -0.9645
27 H -0.6098 1.6404 -2.1390
28 H -2.1045 1.3939 0.7464
29 H -1.3575 -0.1313 -0.0921
30 H -3.1552 1.3670 -2.1703
31 H -4.1143 1.3706 -0.5465
32 H -2.8875 -1.5273 -1.3581
33 H -4.1953 -0.8526 -2.5435
34 H -5.4565 -0.3348 0.1727
35 H -4.5223 -2.0415 0.2722
36 H -5.8512 -1.7438 -1.0835
37 C 0.5357 2.8449 3.9840
38 Cl -0.6519 2.7437 2.6785
39 Cl 1.8994 1.7595 3.6889
40 H 0.9055 3.8710 4.0498
41 H 0.0552 2.5649 4.9246
42 C -5.2141 3.6022 -3.6278
43 Cl -6.0144 2.7799 -2.2832
44 Cl -3.5670 4.0754 -3.1943
45 H -5.1760 2.9268 -4.4860
46 H -5.7846 4.4971 -3.8878
47 C 0.4313 -3.3668 4.0251
48 Cl 0.4024 -4.6104 5.2810
49 Cl -0.1554 -4.0048 2.4845
50 H -0.2081 -2.5357 4.3326
51 H 1.4577 -3.0147 3.8966
52 C 5.0531 0.2184 -5.0118
53 Cl 5.4890 -0.2632 -3.3677
54 Cl 6.4019 -0.0318 -6.1266
55 H 4.2013 -0.3801 -5.3438
56 H 4.7826 1.2772 -5.0125
57 C -1.6610 -6.0693 7.7247
58 Cl -2.8288 -4.9071 8.3652
59 Cl -1.2129 -7.2619 8.9502
60 H -2.1054 -6.5865 6.8708
61 H -0.7640 -5.5332 7.4052
62 C 2.8349 -1.9054 7.3014
63 Cl 3.8645 -2.6937 6.1001
64 Cl 1.1412 -1.9199 6.7954
65 H 2.9267 -2.4364 8.2521
66 H 3.1606 -0.8697 7.4245
67 C -1.6651 1.9309 -5.6031
68 Cl -0.6355 1.1426 -6.8044
69 Cl -3.3588 1.9164 -6.1092
70 H -1.5733 1.3999 -4.6525
71 H -1.3394 2.9667 -5.4800
72 C 5.1438 4.2593 -1.7097
73 Cl 4.0605 4.4489 -0.3257
74 Cl 6.7902 3.8900 -1.1829
75 H 4.7794 3.4424 -2.3375
76 H 5.1540 5.1892 -2.2835
77 C -1.4817 6.6252 1.3851
78 Cl -2.2064 5.6023 0.1389
79 Cl 0.1490 7.1295 0.9252
80 H -2.1033 7.5134 1.5222
81 H -1.4297 6.0633 2.3208
82 C 0.3227 -6.0873 -2.0069
83 Cl -0.4776 -6.9097 -0.6623
84 Cl 1.9698 -5.6141 -1.5733
85 H 0.3608 -6.7628 -2.8650
86 H -0.2478 -5.1924 -2.2669

LUMO energy	0.00	eV
E_HOMO	-8.619	eV
ΔE to the lowest compared entry with this formula, charge and spin	248.7	kcal per mole